# 1
Molecular formula: C53H43BrFN3O2Pt
Method: DFT, wB97M-V/def2-TZVPD

Results
- E_HOMO (spin up / spin down): -6.823 / -8.634 eV
- LUMO energy (spin up / spin down): 0.36 / -0.97 eV
- Kohn-Sham gap (spin up / spin down): 7.187 / 7.668 eV
- M: 1047.9 g mol⁻¹
- Relative energy (zero: lowest compared OMol25 entry of this formula, charge and spin): 0.0 kJ/mol
- Calculated total energy: -140228.560 eV
- Max |F|: 0.535 eV/A
- 2S+1: 5

XYZ file:
```
104
Properties=species:S:1:pos:R:3:mulliken_charge:R:1
Pt 0.425 0.302 -0.084 2.798
O 1.090 1.105 1.673 -0.899
C 1.866 2.249 1.849 2.099
C 2.364 2.818 0.498 -2.867
C 1.307 3.337 -0.433 0.269
C 1.288 4.651 -0.881 -0.492
C 0.306 5.042 -1.776 -1.192
C -0.630 4.119 -2.207 -0.865
C -0.557 2.819 -1.727 -0.101
C -1.541 1.755 -2.118 -2.207
C -2.363 1.230 -0.915 3.149
O -1.589 0.439 -0.045 -0.681
C -2.914 2.458 -0.189 -0.414
C -2.330 2.904 0.988 0.147
C -2.756 4.088 1.577 -0.496
C -3.773 4.830 0.998 -0.761
C -4.371 4.382 -0.173 -0.960
C -3.940 3.204 -0.762 -0.332
C -3.495 0.305 -1.359 -0.742
C -4.417 -0.087 -0.390 -0.255
C -5.394 -1.023 -0.676 -0.807
C -5.470 -1.585 -1.945 -0.514
C -4.567 -1.194 -2.918 -0.959
C -3.585 -0.253 -2.626 -0.236
N 0.397 2.466 -0.866 0.780
C 3.102 1.856 2.682 -0.458
C 4.141 2.750 2.925 -0.076
C 5.239 2.378 3.684 -0.986
C 5.311 1.103 4.228 -0.611
C 4.269 0.216 4.013 -0.946
C 3.173 0.588 3.247 -0.190
C 1.075 3.268 2.677 0.405
C 0.170 2.794 3.623 -0.171
C -0.494 3.669 4.467 -0.759
C -0.272 5.037 4.375 -0.698
C 0.616 5.519 3.428 -0.929
C 1.288 4.639 2.589 -0.157
H 3.099 3.604 0.664 0.936
H 2.893 1.998 0.000 0.665
H 2.033 5.350 -0.529 0.537
H 0.271 6.063 -2.133 0.434
H -1.418 4.393 -2.895 0.565
H -2.227 2.168 -2.859 0.746
H -1.001 0.920 -2.577 0.792
H -1.533 2.325 1.437 0.233
H -2.281 4.427 2.488 0.319
H -4.104 5.752 1.458 0.431
H -5.174 4.949 -0.626 0.434
H -4.415 2.852 -1.672 0.414
H -4.353 0.346 0.601 0.345
H -6.100 -1.317 0.091 0.411
H -6.229 -2.323 -2.171 0.438
H -4.614 -1.628 -3.908 0.427
H -2.879 0.015 -3.401 0.415
H 4.094 3.761 2.538 0.295
H 6.037 3.088 3.857 0.418
H 6.167 0.812 4.823 0.392
H 4.303 -0.774 4.452 0.466
H 2.350 -0.093 3.089 0.339
H -0.004 1.728 3.688 0.397
H -1.191 3.282 5.199 0.418
H -0.790 5.721 5.035 0.390
H 0.792 6.584 3.340 0.429
H 1.985 5.040 1.865 0.307
N 1.994 -3.004 2.521 0.033
C 1.982 -2.238 1.399 -0.976
N 0.816 -1.706 1.170 0.298
C 0.000 -2.116 2.211 0.377
C -1.333 -1.798 2.467 -0.001
C -1.899 -2.349 3.598 -1.262
C -1.166 -3.189 4.454 -0.573
C 0.157 -3.500 4.213 -1.193
C 0.725 -2.941 3.072 0.568
H 2.792 -3.495 2.884 0.231
H 2.856 -2.093 0.785 0.502
H -1.876 -1.138 1.802 0.302
H -2.932 -2.130 3.837 0.488
H -1.652 -3.597 5.330 0.401
H 0.717 -4.140 4.881 0.440
Br 4.073 -2.125 -5.265 -0.217
C 3.054 -1.449 -3.816 -0.141
C 2.438 -2.329 -2.944 -0.878
C 1.703 -1.823 -1.880 0.680
C 1.560 -0.446 -1.663 -0.645
C 2.193 0.405 -2.578 0.549
C 2.938 -0.081 -3.643 -0.863
H 2.532 -3.397 -3.094 0.449
H 1.225 -2.523 -1.207 0.537
H 2.110 1.480 -2.465 0.250
H 3.422 0.597 -4.334 0.465
F -3.138 -8.103 -1.255 -0.344
C -2.822 -6.791 -1.205 0.344
C -3.598 -5.945 -0.427 -0.695
C -3.271 -4.608 -0.377 -0.332
C -2.167 -4.090 -1.098 0.709
C -1.831 -2.733 -1.036 -0.860
C -1.412 -5.000 -1.879 -0.547
C -1.734 -6.339 -1.934 -0.543
H -4.437 -6.348 0.122 0.446
H -3.864 -3.928 0.223 0.457
H -2.399 -2.033 -0.442 0.109
H -0.993 -2.348 -1.598 0.250
H -0.567 -4.626 -2.444 0.453
H -1.163 -7.039 -2.528 0.446
```



# 2
Molecular formula: H54O27
Method: DFT, wB97M-V/def2-TZVPD

Results
- E_HOMO: -9.597 eV
- LUMO energy: -1.03 eV
- Kohn-Sham gap: 8.562 eV
- M: 486.4 g mol⁻¹
- Relative energy (zero: lowest compared OMol25 entry of this formula, charge and spin): 309.9 kJ/mol
- Calculated total energy: -56161.500 eV
- Max |F|: 1.283 eV/A
- 2S+1: 1

XYZ file:
```
81
Properties=species:S:1:pos:R:3:mulliken_charge:R:1
O 2.122 0.955 1.249 -0.595
H 1.483 1.608 1.534 0.264
H 2.236 0.384 2.008 0.340
O 4.772 -0.535 0.427 -0.555
H 5.696 -0.293 0.480 0.280
H 4.315 0.159 0.904 0.282
O 1.309 0.060 -5.725 -0.679
H 1.272 -0.140 -4.790 0.405
H 1.075 -0.762 -6.155 0.315
O -1.654 3.726 1.707 -0.609
H -1.824 4.577 2.112 0.233
H -0.738 3.540 1.914 0.427
O -1.055 0.122 -2.362 0.189
H -1.226 0.877 -1.798 -0.059
H -1.220 0.443 -3.249 0.253
O -3.875 3.019 -2.798 -0.594
H -2.946 3.005 -3.029 0.393
H -3.913 3.521 -1.985 0.284
O -1.582 2.321 -0.896 -0.384
H -2.046 3.110 -1.177 0.138
H -1.559 2.384 0.059 0.127
O -0.917 2.439 4.859 -0.647
H -0.772 1.554 4.526 0.370
H -1.866 2.558 4.821 0.288
O -3.720 -2.525 3.946 -0.650
H -3.979 -3.366 3.570 0.283
H -3.198 -2.107 3.261 0.380
O 4.955 -2.971 -0.560 -0.614
H 4.687 -2.163 -0.121 0.352
H 5.443 -3.455 0.105 0.276
O -1.749 -1.867 1.980 -0.359
H -1.235 -1.494 1.264 0.209
H -1.229 -2.611 2.286 0.198
O -3.699 1.747 2.592 -0.612
H -3.037 2.384 2.322 0.320
H -4.113 2.143 3.359 0.292
O 2.732 -0.096 3.919 -0.615
H 2.382 -0.985 3.972 0.363
H 2.696 0.230 4.819 0.275
O 4.050 -0.477 -4.278 -0.538
H 4.735 0.120 -4.577 0.304
H 3.670 -0.044 -3.513 0.326
O 3.097 0.422 -1.801 -0.580
H 3.960 0.493 -1.393 0.206
H 2.479 0.541 -1.079 0.127
O -1.577 -0.217 4.658 -0.595
H -1.699 -0.631 3.804 0.359
H -1.280 -0.926 5.228 0.222
O 2.855 -3.079 3.798 -0.633
H 3.348 -3.603 3.167 0.278
H 3.468 -2.932 4.519 0.290
O 0.224 -3.168 3.634 -0.568
H 1.177 -3.247 3.591 0.353
H 0.024 -3.170 4.570 0.245
O 1.120 -1.188 -3.268 -0.515
H 0.433 -0.948 -2.646 0.209
H 1.936 -1.062 -2.785 0.225
O -2.096 -3.135 -2.913 -0.619
H -1.969 -2.298 -2.465 0.281
H -2.996 -3.385 -2.702 0.280
O -0.061 -0.637 0.333 -0.580
H -0.143 -0.125 -0.472 0.089
H 0.806 -0.415 0.671 0.290
O 1.248 2.043 -3.157 -0.577
H 1.748 1.324 -2.771 0.304
H 1.884 2.518 -3.692 0.243
O -4.860 -0.492 -3.479 -0.645
H -4.183 0.179 -3.391 0.314
H -5.139 -0.670 -2.581 0.311
O 0.340 -3.303 -4.857 -0.662
H 0.667 -2.625 -4.266 0.433
H -0.496 -3.571 -4.476 0.310
O -3.876 -0.464 0.637 -0.555
H -3.911 0.296 1.217 0.303
H -3.127 -0.971 0.950 0.363
O 0.908 3.371 2.503 -0.810
H 1.823 3.106 2.593 0.312
H 0.496 3.096 3.322 0.364
O -1.357 2.623 -3.775 -0.590
H -0.505 2.272 -3.519 0.342
H -1.246 2.882 -4.690 0.220
```



# 3
Molecular formula: C32H44Br8N2O3
Method: DFT, wB97M-V/def2-TZVPD

Results
- E_HOMO: -8.468 eV
- LUMO energy: -1.20 eV
- Kohn-Sham gap: 7.269 eV
- M: 1143.9 g mol⁻¹
- Calculated total energy: -603338.753 eV
- Max |F|: 9.923 eV/A
- 2S+1: 1

XYZ file:
```
89
Properties=species:S:1:pos:R:3:mulliken_charge:R:1
C 1.054 4.351 -2.034 -0.720
C 0.681 2.807 -2.396 -0.192
N 1.563 1.782 -1.685 -0.286
C 0.743 1.014 -0.666 -0.884
C 0.768 1.399 0.919 0.372
C 1.719 2.649 1.326 -0.288
C 1.944 2.831 2.941 -0.965
C 3.394 2.224 3.485 -0.353
C 3.359 0.616 3.728 -0.594
C 2.921 0.269 5.277 -0.560
O 1.483 0.480 5.455 -0.211
C 0.920 -0.485 6.423 -0.315
C -0.158 0.566 1.965 -0.797
C -1.132 -0.655 1.491 0.321
C -2.041 -1.391 2.612 -0.321
C -1.989 -3.013 2.575 -0.150
N -3.192 -3.653 2.697 -0.605
C -1.088 -1.009 -0.073 0.541
C -0.171 -0.206 -1.158 0.773
C -0.241 -0.717 -2.722 -0.061
O -0.225 0.085 -3.747 -0.563
C -0.292 -2.356 -2.889 0.383
C 0.541 -3.096 -4.037 -0.528
C 0.454 -4.706 -4.075 -0.356
C -0.437 -5.525 -2.972 -0.394
C -1.281 -4.770 -1.841 -0.533
C -1.199 -3.162 -1.801 0.285
C -1.987 -2.250 -0.677 -0.160
O -3.221 -2.449 -0.315 -0.491
H 0.067 4.881 -1.678 0.231
H 1.876 4.385 -1.218 0.053
H 1.356 4.879 -3.026 0.327
H 0.688 2.687 -3.554 0.327
H -0.423 2.613 -2.044 0.216
H 1.937 1.130 -2.416 0.411
H 1.303 3.588 0.789 0.375
H 2.773 2.449 0.854 0.422
H 1.070 2.455 3.603 0.370
H 2.014 3.988 3.132 0.479
H 3.558 2.733 4.534 0.305
H 4.247 2.591 2.800 0.387
H 2.733 0.039 2.940 0.216
H 4.464 0.240 3.629 0.294
H 3.177 -0.873 5.420 0.399
H 3.548 0.886 6.061 0.229
H 0.366 -1.371 5.892 0.187
H 0.109 0.110 7.033 -0.131
H 1.728 -0.945 7.113 0.372
H -0.161 0.812 3.098 -0.101
H -1.609 -1.073 3.661 0.191
H -3.155 -1.013 2.621 0.286
H -1.040 -3.659 2.423 0.326
H -3.058 -4.684 2.628 0.265
H 1.152 -2.442 -4.768 0.350
H 1.067 -5.241 -4.906 0.323
H -0.415 -6.697 -3.055 0.317
H -1.919 -5.302 -1.019 0.343
Br -2.749 1.016 7.389 -0.126
C -2.918 0.601 9.287 -0.584
C -1.858 1.308 10.098 -0.559
Br -0.127 0.428 9.918 -0.122
H -2.881 -0.486 9.380 0.362
H -3.914 0.952 9.566 0.347
H -2.092 1.258 11.163 0.338
H -1.717 2.351 9.810 0.357
Br 3.520 4.074 1.711 -0.058
C 4.450 5.762 2.023 -0.793
C 3.897 6.861 1.147 -0.642
Br 4.534 6.691 -0.688 -0.159
H 5.514 5.575 1.864 0.411
H 4.279 5.989 3.079 0.369
H 4.255 7.837 1.483 0.382
H 2.806 6.874 1.106 0.354
Br -1.437 -6.879 -6.133 -0.148
C -3.141 -5.950 -6.318 -0.518
C -3.128 -5.012 -7.502 -0.622
Br -2.128 -3.386 -7.102 -0.102
H -3.335 -5.447 -5.369 0.334
H -3.881 -6.741 -6.463 0.358
H -4.140 -4.673 -7.735 0.341
H -2.681 -5.450 -8.396 0.367
Br -3.673 1.710 -10.339 -0.145
C -2.906 0.088 -9.576 -0.550
C -2.230 -0.748 -10.636 -0.504
Br -3.536 -1.710 -11.718 -0.141
H -3.714 -0.436 -9.062 0.343
H -2.178 0.437 -8.839 0.325
H -1.614 -1.525 -10.177 0.281
H -1.616 -0.163 -11.323 0.390
```